Record 1
# C14H8Cl2F6N7O5PbSb

A structure of composition C14H8Cl2F6N7O5PbSb (ωB97M-V with the def2-TZVPD basis set, OMol25).

Structure (XYZ):
```
44
C14H8Cl2F6N7O5PbSb, DFT ωB97M-V with the def2-TZVPD basis set
Pb -0.1643 -0.8682 -2.0595
N -4.0839 0.9480 8.0134
C -3.4590 0.7346 7.0747
C -2.6698 0.4699 5.8931
C -1.3339 0.1115 6.0178
C -0.5673 -0.1228 4.8913
C -1.1343 0.0021 3.6292
C -2.4753 0.3455 3.5004
C -3.2383 0.5801 4.6286
N -0.3367 -0.2209 2.4765
C 0.9974 -0.6060 2.4508
C 1.3439 -0.6870 1.1479
N 0.2623 -0.3514 0.3663
C -0.7197 -0.0861 1.1804
H -0.8915 0.0150 6.9995
H 0.4674 -0.4002 5.0103
H -2.9407 0.4259 2.5302
H -4.2808 0.8459 4.5259
H 1.5672 -0.7975 3.3381
H 2.2836 -0.9627 0.7054
H -1.7108 0.1989 0.8780
O -0.8298 -4.3776 -1.8933
N -1.5066 -3.6552 -1.1946
O -2.6351 -3.8967 -0.8305
O -0.9567 -2.5474 -0.7503
F 0.4469 -0.4860 -4.5932
Sb 0.8749 -0.2232 -6.4682
F 1.6405 1.4240 -5.9447
F -0.7828 0.6545 -6.6340
F 1.2816 0.0939 -8.2703
F 0.0570 -1.8669 -6.8581
F 2.5199 -1.0664 -6.1796
Cl 1.0978 2.1128 -3.1469
C 0.8538 3.3069 -1.9895
Cl 1.7781 3.1940 -0.5317
C -0.9420 3.1453 -1.3271
O -1.2032 4.2981 -1.1702
O -1.2336 2.0011 -1.2283
H 0.8640 4.3053 -2.4056
N 2.0864 -1.1828 -1.8666
C 3.2577 -1.1692 -1.9534
N 4.4987 -1.0863 -1.8675
C 5.4885 -1.2236 -2.7163
N 6.4287 -1.3291 -3.3779
```

Computed properties:
gap between HOMO and LUMO (spin up / spin down) = 7.64 / 5.29 eV
net charge = -1
energy relative to the best compared isomer or geometry (same formula, charge and spin) = 21.0 kcal/mol
HOMO energy (spin up / spin down) = -0.24777 / -0.24774 Ha
spin multiplicity = 2


Record 2
# C41H54BrCoGe2NSi

A structure of composition C41H54BrCoGe2NSi (ωB97M-V with the def2-TZVPD basis set, OMol25).

Structure (XYZ):
```
101
C41H54BrCoGe2NSi, DFT ωB97M-V with the def2-TZVPD basis set
Co 0.0445 -0.2663 -0.2115
C -0.6431 -0.3244 1.6958
Si 0.2274 -1.7152 2.5153
C 0.0836 -3.0909 1.2330
N 0.2909 -2.5832 -0.1531
C 1.7013 -2.7785 -0.6233
C 1.9038 -4.0330 -1.4832
C 1.0212 -5.1863 -1.0175
C -0.4638 -4.7822 -1.1064
C -0.6219 -3.2592 -1.1023
C -0.6394 -2.3368 4.0634
C -2.0023 -2.6554 4.0176
C -2.6755 -3.1183 5.1394
C -1.9940 -3.2714 6.3410
C -0.6438 -2.9594 6.4123
C 0.0261 -2.4976 5.2832
C 1.9932 -1.3371 2.9802
C 2.3333 -0.0618 3.4435
C 3.6365 0.2419 3.8146
C 4.6273 -0.7291 3.7281
C 4.3089 -2.0070 3.2840
C 3.0003 -2.3065 2.9183
H -0.6594 0.5587 2.3342
H -1.6875 -0.6652 1.5790
H -0.9538 -3.4328 1.3241
H 0.7076 -3.9671 1.4402
H 2.3368 -2.8204 0.2631
H 2.0117 -1.9050 -1.1968
H 2.9599 -4.3059 -1.4593
H 1.6675 -3.8026 -2.5265
H 1.2786 -5.4448 0.0120
H 1.2129 -6.0780 -1.6145
H -1.0248 -5.2278 -0.2836
H -0.9099 -5.1581 -2.0301
H -1.6493 -2.9716 -0.8741
H -0.3964 -2.8700 -2.0953
H -2.5544 -2.5305 3.0882
H -3.7302 -3.3578 5.0795
H -2.5170 -3.6294 7.2195
H -0.1096 -3.0763 7.3476
H 1.0817 -2.2563 5.3569
H 1.5731 0.7133 3.4953
H 3.8825 1.2368 4.1658
H 5.6472 -0.4899 4.0063
H 5.0773 -2.7693 3.2252
H 2.7649 -3.3120 2.5782
C 0.7885 -0.1446 -5.1176
C 0.8719 -0.5633 -3.6413
Ge -0.6999 -0.1093 -2.5190
C -2.2833 -1.0888 -3.1761
C -2.7053 -0.6660 -4.5860
C -1.1443 1.7476 -2.9207
C -1.3341 2.6303 -1.9391
Ge -1.1979 1.8476 -0.1006
C -0.1213 2.8771 1.2017
C -0.1412 4.4099 1.2187
C -3.0024 1.4823 0.5615
C -3.9377 2.6845 0.7141
C -1.7163 4.0518 -2.2111
C -1.4813 4.6398 -3.4584
C -1.8730 5.9419 -3.7263
C -2.5110 6.7004 -2.7507
C -2.7415 6.1406 -1.5045
C -2.3442 4.8348 -1.2462
H 1.7811 -0.1231 -5.5743
H 0.3565 0.8513 -5.2398
H 0.1814 -0.8376 -5.7012
H 1.7144 -0.0679 -3.1556
H 1.0632 -1.6403 -3.5662
H -3.0917 -0.8802 -2.4681
H -2.1086 -2.1661 -3.1369
H -2.8939 0.4077 -4.6479
H -3.6260 -1.1759 -4.8807
H -1.9456 -0.9111 -5.3276
H -1.2998 2.0537 -3.9592
H 0.8975 2.5276 1.0418
H -0.4306 2.4970 2.1770
H 0.1290 4.8387 0.2528
H 0.5784 4.7804 1.9545
H -1.1173 4.8107 1.4993
H -2.8700 0.9847 1.5222
H -3.4399 0.7475 -0.1222
H -3.5293 3.4335 1.3989
H -4.8975 2.3626 1.1247
H -4.1380 3.1749 -0.2392
H -0.9646 4.0782 -4.2278
H -1.6749 6.3697 -4.7019
H -2.8206 7.7170 -2.9612
H -3.2306 6.7184 -0.7290
H -2.5394 4.4114 -0.2750
Br 5.8533 2.9284 -0.8062
C 4.2046 2.0037 -0.6697
C 4.1272 0.8679 0.1147
C 2.9119 0.1941 0.2211
C 1.7855 0.6523 -0.4404
C 1.8941 1.7896 -1.2407
C 3.0987 2.4737 -1.3595
H 4.9964 0.5048 0.6473
H 2.8793 -0.6908 0.8467
H 1.0445 2.1607 -1.7933
H 3.1713 3.3559 -1.9830
```

Computed properties:
gap between HOMO and LUMO (spin up / spin down) = 6.52 / 8.36 eV
HOMO energy (spin up / spin down) = -0.27535 / -0.29287 Ha
spin multiplicity = 2


Record 3
# C14H15AuN2O4

A structure of composition C14H15AuN2O4 (ωB97M-V with the def2-TZVPD basis set, OMol25).

Structure (XYZ):
```
36
C14H15AuN2O4, DFT ωB97M-V with the def2-TZVPD basis set
Au -0.3539 1.1964 1.0269
C 2.2753 3.2334 -1.9694
C 1.8783 2.1133 -0.9888
O 1.4168 2.4816 0.1278
C 2.0732 0.8203 -1.4416
C 1.6242 -0.3714 -0.8283
C 1.8108 -1.6702 -1.6031
N 1.0207 -0.4069 0.3231
N 0.6953 -1.6121 0.8680
C -0.5657 -1.7421 1.1988
O -1.5018 -0.9279 0.9045
C -0.8893 -2.9845 1.9334
C 0.0494 -3.6276 2.7465
C -0.2942 -4.7666 3.4464
C -1.5657 -5.3147 3.3223
C -2.5009 -4.6898 2.5099
C -2.1728 -3.5294 1.8379
H 2.2059 4.1917 -1.4581
H 1.6106 3.2552 -2.8339
H 3.2975 3.0939 -2.3208
H 2.4976 0.7002 -2.4328
H 2.6452 -1.6093 -2.3043
H 0.9032 -1.8914 -2.1660
H 1.9676 -2.4864 -0.8967
H 1.0307 -3.1828 2.8322
H 0.4208 -5.2326 4.1180
H -1.8285 -6.2139 3.8719
H -3.4974 -5.1102 2.4121
H -2.9048 -3.0035 1.2386
C -3.4355 2.0768 0.6640
C -2.8894 2.7679 1.9348
O -3.6460 3.5057 2.5771
O -1.6794 2.5588 2.2180
H -4.5250 2.1142 0.6222
H -3.0887 1.0466 0.6386
H -3.0173 2.6004 -0.1949
```

Computed properties:
gap between HOMO and LUMO = 5.38 eV
net charge = -2
HOMO energy = -0.01309 Ha
spin multiplicity = 1


Record 4
# C6H26O10

A cluster of 7 separate species, C6H26O10 in total (ωB97M-V with the def2-TZVPD basis set, OMol25).

Structure (XYZ):
```
42
C6H26O10, DFT ωB97M-V with the def2-TZVPD basis set
O 1.2223 -2.0988 -4.6206
C 0.2593 -1.4198 -3.8156
C -0.3297 -0.2748 -4.6386
O -1.1897 0.5202 -3.8526
H 0.7703 -2.2228 -5.4216
H -0.4687 -2.1088 -3.5156
H 0.5823 -1.1208 -2.8486
H -0.8507 -0.6398 -5.4566
H 0.3213 0.4432 -5.0586
H -1.4167 1.1802 -4.4466
O 1.9073 -1.8208 -0.5656
C 0.8353 -2.7118 -0.1406
C 0.8253 -2.6108 1.3994
O 0.4803 -1.3148 1.7654
H 1.7603 -0.9418 -0.2426
H -0.0937 -2.3148 -0.5966
H 0.9533 -3.7448 -0.4666
H 1.7833 -2.8338 1.7644
H 0.1773 -3.4528 1.7584
H 1.2343 -0.8068 1.9754
O 0.9363 1.7702 5.6124
C 0.2263 0.9322 4.8104
C -0.0707 1.5782 3.4674
O -0.9927 0.8582 2.7494
H 1.8453 1.8742 5.3544
H 0.6193 -0.1088 4.7074
H -0.7327 0.6952 5.3424
H 0.8903 1.7292 3.0004
H -0.4957 2.5982 3.5844
H -0.6187 0.1162 2.3274
O 1.4763 0.9182 0.2514
H 1.4513 1.8442 0.5364
H 0.5503 0.7022 0.2214
O -0.7477 2.8432 -1.6536
H -0.0557 2.8042 -2.3526
H -0.9497 1.9722 -1.3906
O -2.7177 1.8362 0.8404
H -2.4077 2.7462 0.6374
H -2.2417 1.4982 1.5544
O -1.2437 0.1902 -0.7146
H -1.6047 0.1202 -1.5836
H -1.8797 0.7772 -0.2776
```

Computed properties:
gap between HOMO and LUMO = 10.23 eV
structure (SMILES) = OCCO.OCCO.OCCO.O.O.O.O
energy relative to the best compared isomer or geometry (same formula, charge and spin) = 53.8 kcal/mol
HOMO energy = -0.36157 Ha
spin multiplicity = 1


Record 5
# C25H27N5O2

An isolated molecule of C25H27N5O2 (ωB97M-V with the def2-TZVPD basis set, OMol25).

Structure (XYZ):
```
59
C25H27N5O2, DFT ωB97M-V with the def2-TZVPD basis set
C -0.1182 4.0045 1.8794
C 0.3858 2.5994 1.8804
N 1.6482 2.4254 2.0800
N 2.2042 1.2071 2.0922
C 3.6545 1.2168 2.1788
C 4.2837 1.2433 0.7662
O 5.0175 2.1397 0.4145
N 3.8871 0.1909 0.0330
C 4.0708 -0.0573 -1.3892
C 4.2302 1.2333 -2.1849
C 2.8650 -0.8838 -1.8661
C 1.5326 -0.1394 -1.7072
C 0.3433 -1.0574 -1.7835
C 0.1748 -2.0766 -0.8520
C -0.9288 -2.9078 -0.9113
C -1.8848 -2.7316 -1.8968
C -1.7296 -1.7172 -2.8246
C -0.6217 -0.8889 -2.7676
C 1.5493 0.0021 1.9456
O 2.1696 -1.0552 1.9307
C 0.1288 0.1738 1.7416
N -0.7683 -0.7660 1.4960
N -1.9022 -0.1238 1.2366
C -3.0190 -0.8928 0.8625
C -3.8313 -0.5133 -0.1981
C -4.8986 -1.3166 -0.5576
C -5.1481 -2.4957 0.1238
C -4.3187 -2.8829 1.1639
C -3.2530 -2.0859 1.5355
C -1.7905 1.2259 1.3333
C -2.9296 2.1652 1.1815
C -0.4594 1.4676 1.6626
H -0.8023 4.1615 2.7124
H 0.7236 4.6827 1.9793
H -0.6484 4.2163 0.9530
H 3.9567 2.1193 2.7093
H 3.9756 0.3207 2.7150
H 3.3997 -0.5489 0.5292
H 4.9777 -0.6670 -1.5271
H 3.3951 1.9033 -1.9998
H 4.2746 1.0015 -3.2462
H 5.1408 1.7465 -1.8927
H 2.8291 -1.8075 -1.2849
H 3.0083 -1.1579 -2.9126
H 1.4468 0.6310 -2.4751
H 1.5245 0.3577 -0.7328
H 0.8969 -2.2115 -0.0615
H -1.0467 -3.6907 -0.1777
H -2.7496 -3.3779 -1.9380
H -2.4720 -1.5698 -3.5962
H -0.5072 -0.0986 -3.4974
H -3.6129 0.3809 -0.7596
H -5.5298 -1.0243 -1.3831
H -5.9812 -3.1190 -0.1642
H -4.5019 -3.8097 1.6860
H -2.5862 -2.3743 2.3323
H -2.8351 2.9763 1.9000
H -3.8744 1.6525 1.3502
H -2.9456 2.6040 0.1830
```

Computed properties:
gap between HOMO and LUMO = 8.66 eV
structure (SMILES) = Cc1nn(CC(=O)N[C@H](C)CCc2ccccc2)c(=O)c2nn(-c3ccccc3)c(C)c12
energy relative to the best compared isomer or geometry (same formula, charge and spin) = 42.7 kcal/mol
HOMO energy = -0.30983 Ha
spin multiplicity = 1


Record 6
# C28H46O13

A cluster of 3 separate species, C28H46O13 in total (ωB97M-V with the def2-TZVPD basis set, OMol25).

Structure (XYZ):
```
87
C28H46O13, DFT ωB97M-V with the def2-TZVPD basis set
C -0.1294 -0.2766 2.3900
O 0.9374 -0.0415 1.4481
C 1.6670 1.1179 1.9439
C 2.2573 1.8688 0.6636
C 1.9909 3.4477 0.7548
C 3.2503 4.3279 0.4100
C 3.5868 4.4728 -1.1374
C 2.3865 4.2033 -2.1170
C 2.3111 2.7093 -2.6537
C 0.7723 2.3934 -2.9177
C 0.5187 0.9314 -3.4627
C -0.6007 0.1632 -2.6380
C -2.0719 0.3774 -3.1995
C -2.5229 1.8204 -2.8724
C -3.0414 2.2766 -1.6882
C -3.3659 1.5240 -0.3695
C -4.8859 1.8224 -0.0033
O -5.6810 1.0566 -0.4398
O -5.2035 2.9071 0.8278
C -6.0010 3.8817 0.1888
C -5.7981 5.3847 0.6267
O -6.8415 3.6623 -0.6216
C -3.3063 3.8136 -1.8007
O -3.2580 4.6889 -1.0156
O -3.5798 3.9221 -3.1917
C -2.5256 3.1279 -3.7321
O -1.8822 3.4783 -4.6532
H -0.4199 -1.3429 2.3337
H 0.2775 -0.0576 3.4088
H -0.9990 0.4202 2.2117
H 2.5092 0.8354 2.6312
H 0.9132 1.7962 2.4295
H 3.3622 1.6897 0.5615
H 1.6796 1.4482 -0.2051
H 1.0561 3.7298 0.2097
H 1.7735 3.6321 1.8518
H 3.0416 5.3631 0.8021
H 4.1568 3.9574 0.9714
H 4.5157 3.8828 -1.3914
H 3.8883 5.5524 -1.2921
H 1.3828 4.5100 -1.7321
H 2.5719 4.8430 -3.0318
H 2.8091 2.5989 -3.6631
H 2.7984 1.9595 -1.9813
H 0.4512 3.1499 -3.6930
H 0.1988 2.6443 -1.9833
H 0.1590 1.0337 -4.5284
H 1.4472 0.2984 -3.5070
H -0.3471 -0.9329 -2.5604
H -0.5720 0.5991 -1.5960
H -2.0610 0.1774 -4.3099
H -2.7331 -0.4042 -2.7279
H -3.2031 0.4181 -0.4449
H -2.7533 1.9148 0.4863
H -5.3131 5.9832 -0.1935
H -5.1975 5.4215 1.5755
H -6.8089 5.8561 0.7833
C 0.0885 -5.9787 7.4234
C -0.1745 -6.3608 5.9799
O -0.5730 -5.2268 5.1982
C 0.4061 -4.3710 4.8789
O 1.5672 -4.4754 5.1810
O -0.1346 -3.3597 4.1843
C 0.7915 -2.3135 3.8701
H -0.7800 -5.4726 7.8499
H 0.3153 -6.8631 8.0206
H 0.9299 -5.2886 7.5049
H -1.0036 -7.0690 5.9408
H 0.6902 -6.8514 5.5272
H 1.6685 -2.7034 3.3486
H 1.0888 -1.7924 4.7842
H 0.2731 -1.5849 3.1937
C 2.8572 -5.3146 -4.3260
C 2.2920 -3.9560 -3.9607
O 1.1926 -4.0701 -3.0469
C 1.5195 -4.3650 -1.7828
O 2.6336 -4.5315 -1.3567
O 0.3877 -4.4673 -1.0735
C 0.5877 -4.8831 0.2779
H 2.0702 -5.9655 -4.7122
H 3.6403 -5.2159 -5.0790
H 3.2840 -5.8148 -3.4551
H 1.8982 -3.4771 -4.8586
H 3.0599 -3.2946 -3.5529
H 1.2962 -4.2310 0.7902
H 0.9305 -5.9184 0.3035
H -0.3706 -4.8236 0.7921
```

Computed properties:
gap between HOMO and LUMO = 9.68 eV
structure (SMILES) = COCCCCCCCCCCCC1=C(CC(=O)OC(C)=O)C(=O)OC1=O.CCOC(=O)OC.CCOC(=O)OC
HOMO energy = -0.37240 Ha
spin multiplicity = 1


| no. | largest force on an atom (eV/A) |
| --- | --- |
| 1 | 1.48 |
| 2 | 1.35 |
| 3 | 1.35 |
| 4 | 3.66 |
| 5 | 1.24 |
| 6 | 4.85 |